229
Properties=species:S:1:pos:R:3:forces:R:3 method="wB97M-V/def2-TZVPD" homo_lumo_gap_ev=9.13 total_energy_ha=-8983.1714 homo_ev=-8.7 multiplicity=1
Br 0.889 -4.003 1.983 0.02 -0.11 -0.06
C 1.376 -2.312 2.810 1.77 -0.52 -0.47
C 1.747 -2.585 4.245 1.79 0.40 -1.25
Br 2.250 -0.932 5.059 0.17 1.05 0.52
H 0.554 -1.651 2.677 -0.58 0.42 0.13
H 2.231 -1.914 2.239 -0.44 -0.22 0.19
H 2.677 -3.172 4.380 -1.08 -0.17 -0.31
H 0.893 -2.893 4.741 -1.38 -1.06 1.30
C 0.897 2.635 -2.288 1.55 0.50 0.07
C 1.610 3.026 -3.653 -1.96 0.74 0.63
C 0.604 3.951 -4.350 0.51 1.29 0.07
O 1.191 4.684 -5.428 0.94 -1.71 -0.20
C 0.421 5.664 -6.000 -1.40 1.49 0.68
N 2.876 3.713 -3.426 0.49 -1.16 -0.48
H 0.709 3.508 -1.630 -0.30 0.04 -0.79
H 1.604 2.120 -1.637 0.24 -0.59 -0.23
H 0.002 2.024 -2.362 -0.17 0.06 -0.31
H 1.688 2.155 -4.312 0.71 -0.09 0.44
H 0.265 4.681 -3.639 -0.06 0.74 0.80
H -0.311 3.457 -4.599 -0.61 -0.78 -0.82
H 0.835 6.116 -6.888 0.93 -0.14 -0.13
H 0.237 6.487 -5.271 0.06 -0.25 -0.29
H -0.560 5.351 -6.342 -0.46 -0.59 0.14
H 2.741 4.639 -3.074 -0.39 0.57 0.41
H 3.329 3.860 -4.325 -0.03 -0.11 0.06
C 1.256 -7.654 -2.679 0.63 -0.06 -0.90
C 0.660 -6.497 -3.459 1.49 -0.70 -1.88
C 1.573 -5.279 -3.464 -0.33 -0.18 -0.04
O 1.887 -4.965 -2.151 0.40 -0.28 1.17
C 2.764 -3.872 -2.054 -2.68 1.70 -0.32
N 0.475 -6.963 -4.884 0.13 0.78 -1.30
H 0.567 -8.494 -2.742 0.16 -0.17 0.09
H 1.492 -7.409 -1.662 -0.20 0.22 0.55
H 2.225 -7.906 -3.150 -0.41 -0.21 0.13
H -0.299 -6.295 -3.032 -0.75 0.50 0.00
H 1.087 -4.438 -3.976 -0.16 0.17 0.04
H 2.486 -5.481 -4.039 0.07 -0.27 -0.03
H 3.585 -3.976 -2.702 1.44 -0.24 -0.73
H 3.054 -3.654 -1.027 -0.10 -0.31 -0.05
H 2.135 -3.002 -2.455 1.11 -0.45 0.62
H 1.335 -7.274 -5.402 -0.64 0.09 1.56
H 0.207 -6.188 -5.534 -0.22 -0.57 1.17
C -5.399 0.506 -3.390 2.24 -0.18 -1.81
C -4.776 1.168 -2.173 -0.28 0.39 1.20
C -3.318 1.578 -2.580 -1.54 -1.04 0.74
O -2.396 1.840 -1.541 0.36 -0.68 -1.00
C -2.553 3.057 -0.854 -0.31 0.22 0.52
N -5.526 2.409 -1.720 -0.64 -1.13 -0.75
H -5.352 1.156 -4.281 -0.05 0.21 0.37
H -6.402 0.187 -3.342 -1.19 -0.40 0.59
H -4.749 -0.373 -3.736 -0.98 0.91 0.82
H -4.784 0.381 -1.379 0.36 0.51 -0.18
H -3.559 2.452 -3.168 0.68 0.51 -0.59
H -2.966 0.712 -3.164 0.44 0.65 0.14
H -3.310 2.811 -0.071 0.68 1.13 -0.20
H -2.943 3.868 -1.536 0.49 -0.64 0.73
H -1.540 3.318 -0.413 -1.27 -0.18 -0.52
H -5.236 2.702 -0.787 0.10 -0.29 -0.27
H -6.538 2.186 -1.608 1.04 0.14 -0.27
C 4.023 -0.151 -1.360 2.18 -0.51 1.61
C 3.998 0.340 -2.802 -0.30 0.07 0.80
C 5.186 0.057 -3.685 0.09 0.05 -0.75
O 5.406 -1.340 -3.758 -0.01 -0.07 -1.29
C 5.967 -1.654 -5.033 -0.60 -0.79 -0.17
N 2.723 -0.143 -3.397 1.02 -0.08 -1.17
H 5.038 -0.433 -0.878 -1.12 1.08 -0.94
H 3.576 -1.114 -1.369 -0.73 -0.95 0.10
H 3.455 0.444 -0.618 0.33 -0.08 -0.82
H 4.005 1.415 -2.825 -0.56 0.73 0.17
H 6.168 0.562 -3.428 -1.22 -0.23 0.16
H 4.848 0.466 -4.685 0.55 -0.48 0.70
H 7.006 -1.354 -5.080 0.44 0.03 0.00
H 5.438 -1.154 -5.869 0.04 -0.09 0.50
H 5.876 -2.745 -5.220 0.18 0.61 0.37
H 1.964 0.143 -2.811 -0.37 0.05 0.34
H 2.709 -1.169 -3.463 0.17 0.66 0.21
C 2.620 0.911 -7.094 0.07 0.74 0.52
C 1.230 0.671 -7.663 0.16 1.56 -1.79
C 0.150 1.644 -7.167 0.73 0.13 -1.27
O -1.115 1.355 -7.718 1.17 -1.00 -0.55
C -2.176 2.125 -7.252 -0.11 -0.34 -0.95
N 1.450 0.710 -9.183 1.08 0.55 1.58
H 2.961 1.959 -6.997 -0.59 -0.17 -0.22
H 3.262 0.461 -7.818 0.78 -0.46 -0.31
H 2.808 0.457 -6.131 -0.22 -0.22 0.31
H 0.930 -0.307 -7.352 -0.32 -0.86 -0.23
H 0.438 2.677 -7.335 0.17 0.51 -0.69
H 0.179 1.608 -6.120 -0.53 -0.53 2.04
H -2.162 3.117 -7.733 -0.21 -0.07 0.21
H -2.037 2.225 -6.188 -0.70 0.18 0.69
H -3.068 1.539 -7.581 0.35 0.84 0.71
H 0.614 0.893 -9.677 -1.29 0.02 -0.39
H 2.056 1.531 -9.402 -0.55 -0.87 0.42
C -1.064 5.887 3.666 -0.65 -0.25 -0.36
C 0.023 5.119 2.877 0.24 0.89 2.23
C 0.128 3.690 3.348 -0.61 -1.95 -0.13
O 0.787 3.511 4.574 1.37 1.47 -0.37
C 0.466 2.424 5.387 1.65 1.52 -0.37
N -0.127 5.199 1.458 -0.74 -3.18 -0.51
H -1.068 6.940 3.275 -0.44 -0.89 0.64
H -0.971 5.842 4.756 0.72 0.35 -0.14
H -2.041 5.353 3.562 0.42 0.71 -0.61
H 0.981 5.615 3.152 -0.30 -0.41 -0.30
H 0.595 3.103 2.568 0.69 -0.09 -0.36
H -0.832 3.153 3.437 -0.55 0.63 -0.07
H -0.515 2.515 5.617 -3.40 0.20 1.39
H 1.108 2.485 6.241 0.19 0.12 0.66
H 0.575 1.479 4.988 0.65 -2.08 -1.51
H -0.985 4.724 1.113 0.75 0.29 0.56
H -0.222 6.109 1.170 -0.08 2.71 -0.79
C 3.294 5.115 0.022 -1.22 -1.21 -0.28
C 4.701 4.652 0.201 -0.18 -0.37 -1.58
C 4.682 3.364 1.045 -1.08 -0.73 -2.19
O 5.934 2.847 1.284 1.53 0.09 -1.23
C 6.424 2.816 2.574 0.68 -1.08 1.04
N 5.195 4.519 -1.213 2.23 0.41 2.11
H 2.770 4.264 -0.479 0.04 0.37 0.55
H 3.256 5.859 -0.736 0.00 1.12 -0.31
H 2.717 5.381 0.901 0.10 0.10 0.16
H 5.366 5.422 0.567 0.04 0.11 0.81
H 4.037 2.606 0.419 1.26 1.12 1.02
H 4.193 3.462 1.978 -0.96 0.59 1.07
H 5.943 2.011 3.092 -0.37 -0.89 0.57
H 6.303 3.637 3.271 -0.26 1.06 -0.56
H 7.494 2.561 2.571 -0.30 0.21 -0.35
H 4.673 3.992 -1.862 -1.07 -1.02 -0.37
H 6.142 4.133 -1.130 -0.46 0.11 -0.49
C 11.917 -4.153 3.659 -0.65 0.99 0.59
C 10.740 -4.577 2.863 -1.50 0.31 -1.88
C 9.482 -4.020 3.484 1.51 -0.41 1.76
O 8.317 -4.605 2.991 0.58 -0.47 0.26
C 7.319 -3.652 2.945 -1.20 1.22 -0.59
N 10.756 -3.944 1.517 1.50 -1.31 -1.11
H 11.845 -4.721 4.580 0.57 0.15 0.36
H 11.825 -3.068 3.841 0.09 -0.37 0.24
H 12.847 -4.277 3.160 0.83 -0.49 -0.38
H 10.659 -5.667 2.828 0.05 -0.12 -0.09
H 9.548 -2.946 3.313 -0.38 0.22 -0.16
H 9.630 -4.166 4.583 -0.78 0.01 -0.36
H 7.235 -3.055 3.911 -0.28 -0.88 -1.02
H 6.384 -4.134 2.593 0.36 0.21 0.80
H 7.561 -2.945 2.130 -0.08 0.21 0.37
H 9.913 -4.170 0.958 0.70 -0.02 0.70
H 11.577 -4.365 0.998 -1.34 0.78 0.49
C -4.109 2.971 3.156 0.33 -1.71 -0.27
C -5.413 2.568 2.468 0.26 -0.36 0.61
C -6.376 3.719 2.306 -1.09 1.24 0.31
O -6.978 4.125 3.596 0.83 -1.79 -0.99
C -7.246 5.465 3.810 -0.99 1.37 -0.16
N -5.131 2.006 1.127 -0.18 0.25 0.90
H -3.483 3.660 2.588 -0.37 0.36 0.07
H -3.503 2.029 3.204 -0.28 0.64 0.27
H -4.322 3.280 4.176 0.21 0.37 -0.06
H -5.929 1.841 3.157 0.38 0.32 -0.62
H -7.176 3.362 1.624 0.11 0.41 0.35
H -5.890 4.601 1.840 -0.12 -0.42 0.19
H -6.340 6.081 3.878 -0.02 -0.08 -0.02
H -7.832 5.590 4.751 0.65 -0.41 -0.47
H -7.917 5.923 3.040 0.52 -0.38 0.15
H -4.305 1.398 1.156 -0.60 0.05 0.10
H -5.949 1.475 0.820 0.38 -0.17 0.20
C -1.817 -0.519 3.836 2.25 1.24 0.64
C -1.647 -0.789 5.342 -0.67 -0.12 0.65
C -2.731 -0.067 6.158 -0.21 1.17 -0.14
O -3.994 -0.350 5.563 1.27 -0.47 -0.11
C -5.033 0.540 5.801 0.35 0.14 2.00
N -1.464 -2.238 5.607 -1.32 -0.36 -0.98
H -2.760 -0.687 3.411 -1.52 -0.31 -0.12
H -1.139 -1.173 3.303 0.13 0.00 -0.14
H -1.528 0.549 3.592 -0.28 -1.04 0.34
H -0.776 -0.302 5.768 0.76 -0.07 -0.51
H -2.506 1.088 6.124 -0.51 -1.88 0.00
H -2.670 -0.387 7.235 -0.29 0.25 -0.75
H -5.818 0.221 5.128 -0.56 0.14 0.24
H -4.734 1.576 5.586 -0.13 -0.14 -0.01
H -5.274 0.461 6.921 -0.40 0.33 -1.50
H -1.221 -2.475 6.551 0.19 0.39 0.52
H -2.325 -2.793 5.416 0.82 0.80 -0.04
C -8.635 -2.241 2.076 0.44 0.29 0.88
C -7.610 -1.070 2.257 0.33 -1.24 -0.30
C -6.215 -1.682 2.243 -0.33 1.02 1.30
O -6.258 -2.788 3.071 0.75 -2.18 0.31
C -6.103 -2.795 4.484 0.41 1.80 -0.83
N -7.716 -0.018 1.266 -1.30 1.01 0.39
H -8.224 -3.093 1.467 -0.64 1.10 0.11
H -9.568 -1.757 1.724 0.31 -0.83 -0.04
H -8.790 -2.687 3.084 -0.24 0.23 -0.71
H -7.740 -0.651 3.250 -0.30 0.41 0.09
H -5.411 -0.976 2.554 -0.37 -0.19 -0.43
H -6.074 -2.086 1.263 0.64 -0.06 -0.86
H -7.020 -2.323 4.918 0.91 -0.35 0.32
H -5.125 -2.328 4.799 -1.14 0.13 -0.19
H -5.993 -3.825 4.731 -0.40 -0.79 0.38
H -7.732 -0.386 0.324 0.08 -0.34 -0.13
H -8.668 0.371 1.410 0.90 0.03 -0.41
C -2.387 -6.312 -0.651 -1.61 -0.58 1.93
C -3.524 -5.275 -0.702 1.37 0.47 0.45
C -3.796 -4.731 0.717 0.95 -1.34 -0.51
O -2.610 -4.173 1.297 -0.68 -1.07 -1.17
C -2.847 -3.853 2.617 -1.38 0.37 0.97
N -3.139 -4.172 -1.567 -1.67 0.56 -1.58
H -1.439 -5.895 -0.318 -0.10 0.22 0.01
H -2.253 -6.870 -1.540 0.09 -0.34 -1.16
H -2.743 -7.038 0.117 0.70 0.13 -0.34
H -4.485 -5.684 -1.047 0.37 -0.12 0.01
H -4.191 -5.625 1.306 0.31 1.35 -0.19
H -4.476 -3.922 0.589 -1.16 0.45 0.28
H -3.449 -2.892 2.754 0.79 -0.98 -0.21
H -1.899 -3.826 3.105 0.68 0.50 0.47
H -3.422 -4.673 3.101 0.09 0.37 -0.03
H -3.551 -4.276 -2.519 0.70 0.13 1.09
H -2.150 -4.076 -1.649 0.61 0.00 -0.04
C -0.141 -1.325 -1.361 1.45 -1.49 -0.58
C -0.638 -1.087 0.046 1.12 0.27 -0.11
C -0.086 0.258 0.556 1.45 -1.99 0.51
O 1.376 0.010 0.563 -0.69 1.27 1.09
C 2.076 0.874 1.495 -0.57 -1.59 -0.19
N -2.036 -1.024 0.294 -2.68 -1.58 -0.83
H 0.908 -1.064 -1.357 0.52 0.15 0.18
H -0.487 -0.833 -2.247 -1.16 0.75 -0.12
H -0.061 -2.395 -1.634 -0.55 0.19 0.30
H -0.113 -1.864 0.641 -0.71 0.34 -0.16
H -0.581 0.461 1.536 0.95 -0.07 -0.26
H -0.332 1.047 -0.116 -0.06 0.82 -0.66
H 1.709 0.651 2.495 0.05 0.10 0.33
H 1.846 1.877 1.257 -0.02 1.38 -0.24
H 3.166 0.709 1.483 -0.52 -0.15 -0.30
H -2.291 -0.111 0.012 -0.58 1.42 -0.22
H -2.677 -1.592 -0.348 1.67 0.29 1.21